1.
Computed, not measured: C35H49F6NO7PdS6Si as an isolated structure at a distorted geometry, with ωB97M-V/def2-TZVPD.

- total charge = -2
- total energy (Ha) = -5350.40814
- multiplicity = 3
- ⟨S²⟩ = 2.0354

Each line ends with the Mulliken charge.
Cartesian coordinates (Å):
Pd (-0.642, -0.221, -0.277)  -0.491
C (3.483, -1.623, 1.935)  0.232
C (4.128, -0.240, 2.002)  -1.276
S (3.101, 1.022, 1.207)  0.135
C (2.695, 2.150, 2.563)  -0.462
C (1.853, 1.553, 3.688)  -0.749
S (0.153, 1.253, 3.159)  -0.060
C (-0.089, -0.524, 3.430)  -0.771
C (0.693, -1.456, 2.510)  1.414
S (2.288, -1.983, 3.242)  -0.303
H (4.251, -2.397, 2.003)  0.568
H (2.967, -1.757, 0.979)  -0.369
H (5.085, -0.268, 1.475)  0.464
H (4.328, 0.056, 3.033)  0.386
H (2.160, 2.961, 2.061)  0.074
H (3.620, 2.571, 2.970)  0.499
H (1.849, 2.236, 4.542)  0.540
H (2.282, 0.606, 4.019)  0.174
H (-1.157, -0.656, 3.232)  0.196
H (0.085, -0.760, 4.481)  0.594
H (0.884, -0.971, 1.564)  -0.449
H (0.125, -2.360, 2.284)  -0.684
C (0.180, 1.594, -0.635)  -0.083
C (0.301, 2.826, -0.633)  -0.053
C (0.342, 4.202, -0.553)  -0.317
C (-0.931, 4.941, -0.581)  0.323
C (-2.110, 4.292, -0.192)  -0.676
C (-3.330, 4.944, -0.245)  -0.603
C (-3.410, 6.261, -0.690)  -0.407
C (-2.249, 6.912, -1.086)  -0.733
C (-1.026, 6.260, -1.033)  -0.171
C (1.637, 4.870, -0.384)  0.486
C (1.782, 6.104, 0.263)  -0.384
C (3.034, 6.669, 0.453)  -0.697
C (4.179, 6.021, 0.004)  -0.470
C (4.051, 4.791, -0.633)  -0.522
C (2.801, 4.228, -0.826)  -0.487
H (-2.051, 3.266, 0.152)  0.624
H (-4.224, 4.416, 0.061)  0.434
H (-4.366, 6.768, -0.734)  0.360
H (-2.295, 7.933, -1.449)  0.357
H (-0.132, 6.772, -1.371)  0.545
H (0.904, 6.604, 0.653)  0.570
H (3.116, 7.618, 0.970)  0.373
H (5.157, 6.461, 0.158)  0.368
H (4.929, 4.256, -0.972)  0.387
H (2.703, 3.261, -1.302)  0.392
C (-0.505, -6.666, 0.910)  -1.409
C (-0.924, -5.289, 1.416)  2.038
C (-2.411, -5.065, 1.196)  -1.343
C (-0.582, -5.148, 2.894)  -1.953
O (-0.185, -4.266, 0.761)  0.257
Si (0.232, -4.056, -0.826)  -0.649
S (0.830, -2.137, -1.222)  -0.463
O (-1.045, -4.697, -1.662)  0.582
C (-1.299, -4.901, -3.044)  1.885
C (-2.207, -6.121, -3.114)  -1.814
C (-2.020, -3.685, -3.596)  -1.608
C (-0.005, -5.155, -3.808)  -1.760
O (1.426, -5.183, -1.160)  0.152
C (2.772, -5.288, -0.740)  1.768
C (2.868, -5.090, 0.769)  -0.973
C (3.206, -6.700, -1.109)  -2.038
C (3.638, -4.268, -1.475)  -1.555
H (-1.087, -7.435, 1.423)  0.579
H (0.557, -6.841, 1.101)  0.303
H (-0.676, -6.751, -0.163)  -0.062
H (-2.992, -5.804, 1.753)  0.543
H (-2.663, -5.134, 0.137)  -0.008
H (-2.686, -4.069, 1.533)  -0.005
H (-1.043, -5.952, 3.473)  0.415
H (-0.946, -4.194, 3.278)  0.277
H (0.501, -5.179, 3.034)  0.370
H (-3.136, -5.924, -2.578)  0.307
H (-1.715, -6.979, -2.652)  0.374
H (-2.445, -6.367, -4.152)  0.433
H (-2.884, -3.459, -2.972)  0.215
H (-2.359, -3.878, -4.618)  0.442
H (-1.359, -2.818, -3.598)  0.299
H (0.551, -5.980, -3.361)  0.272
H (0.634, -4.270, -3.787)  0.254
H (-0.238, -5.394, -4.848)  0.500
H (2.341, -5.888, 1.295)  0.166
H (2.410, -4.149, 1.067)  -0.205
H (3.913, -5.088, 1.090)  0.679
H (2.554, -7.429, -0.625)  0.364
H (4.237, -6.885, -0.794)  0.388
H (3.138, -6.842, -2.189)  0.343
H (3.273, -3.256, -1.293)  0.202
H (3.597, -4.451, -2.551)  0.265
H (4.677, -4.344, -1.145)  0.445
F (-4.630, -0.086, -1.835)  -0.258
C (-3.329, -0.065, -1.512)  0.332
F (-2.853, 1.133, -1.811)  -0.164
F (-2.724, -1.009, -2.201)  -0.171
S (-3.185, -0.375, 0.359)  1.508
O (-2.417, -1.602, 0.599)  0.052
O (-2.684, 0.847, 0.950)  -0.603
N (-4.696, -0.513, 0.803)  -0.832
S (-5.608, -1.760, 0.496)  0.943
O (-5.087, -2.684, -0.477)  -0.582
O (-6.968, -1.313, 0.385)  -0.696
C (-5.581, -2.722, 2.099)  0.662
F (-4.535, -2.423, 2.864)  -0.229
F (-5.539, -4.030, 1.833)  -0.242
F (-6.688, -2.490, 2.813)  -0.270

2.
Computed, not measured: C35H49Ge2N3O8PtTe as an isolated structure, with ωB97M-V/def2-TZVPD.

- total charge = 0
- multiplicity = 3
- ⟨S²⟩ = 2.0153
- energy relative to the best compared isomer or geometry (same formula, charge and spin) (kJ/mol) = 128.3

Each line ends with the Mulliken charge.
Cartesian coordinates (Å):
Pt (-0.739, 0.118, -0.286)  1.373
C (0.863, 1.879, -4.640)  -1.321
C (0.898, 1.369, -3.196)  -0.243
Ge (-0.748, 0.453, -2.646)  0.481
C (-0.911, -1.224, -3.651)  -0.410
C (-1.496, -1.077, -5.061)  -1.247
C (-2.241, 1.620, -3.112)  -0.709
C (-2.969, 2.203, -2.154)  0.368
Ge (-2.466, 1.785, -0.293)  -0.532
C (-3.954, 0.990, 0.690)  0.155
C (-5.352, 1.428, 0.242)  -1.473
C (-1.687, 3.298, 0.669)  -0.340
C (-2.601, 3.987, 1.693)  -1.304
C (-4.101, 3.118, -2.475)  0.092
C (-4.353, 4.241, -1.690)  0.127
C (-5.391, 5.113, -1.990)  -0.768
C (-6.212, 4.864, -3.080)  -0.396
C (-5.982, 3.742, -3.866)  -0.757
C (-4.937, 2.881, -3.568)  -0.382
H (1.760, 2.451, -4.888)  0.399
H (0.005, 2.532, -4.814)  0.297
H (0.797, 1.060, -5.358)  0.265
H (1.052, 2.201, -2.504)  0.323
H (1.741, 0.682, -3.052)  0.195
H (-1.546, -1.880, -3.050)  0.426
H (0.077, -1.696, -3.689)  0.279
H (-2.489, -0.624, -5.031)  0.303
H (-1.597, -2.043, -5.560)  0.385
H (-0.879, -0.447, -5.704)  0.238
H (-2.473, 1.846, -4.156)  0.584
H (-3.815, 1.201, 1.754)  -0.244
H (-3.831, -0.088, 0.565)  0.422
H (-5.512, 2.499, 0.380)  0.295
H (-6.127, 0.907, 0.809)  0.447
H (-5.520, 1.216, -0.815)  0.322
H (-1.306, 4.005, -0.073)  0.618
H (-0.821, 2.879, 1.187)  0.403
H (-3.339, 4.640, 1.226)  0.403
H (-2.028, 4.604, 2.387)  0.398
H (-3.156, 3.266, 2.299)  0.194
H (-3.716, 4.446, -0.840)  0.240
H (-5.560, 5.982, -1.368)  0.410
H (-7.030, 5.535, -3.313)  0.385
H (-6.626, 3.532, -4.711)  0.390
H (-4.782, 1.994, -4.172)  0.475
C (0.889, -2.935, -0.928)  -0.236
C (2.083, -2.028, -0.797)  -0.454
O (1.721, -0.858, -0.045)  0.253
C (2.767, 0.121, -0.119)  -0.448
C (2.275, 1.462, 0.365)  -0.945
H (1.157, -3.761, -1.592)  0.585
H (0.041, -2.404, -1.363)  -0.430
H (0.562, -3.335, 0.024)  -0.342
H (2.415, -1.699, -1.787)  0.406
H (2.937, -2.508, -0.302)  0.390
H (3.103, 0.191, -1.156)  0.453
H (3.616, -0.242, 0.474)  0.348
H (1.357, 1.749, -0.153)  -0.095
H (3.038, 2.212, 0.147)  0.602
H (2.066, 1.493, 1.437)  0.054
C (6.305, -4.874, 3.875)  -1.572
C (5.046, -4.100, 3.597)  0.528
C (4.969, -2.737, 3.845)  -0.864
C (3.812, -2.012, 3.606)  0.454
C (3.842, -0.534, 3.938)  -2.056
C (2.679, -2.678, 3.078)  0.370
Te (1.094, -1.317, 2.861)  1.076
C (2.726, -4.065, 2.835)  1.223
C (1.601, -4.918, 2.309)  -1.834
C (3.917, -4.732, 3.102)  -0.613
H (7.107, -4.224, 4.220)  0.351
H (6.651, -5.393, 2.980)  0.356
H (6.132, -5.631, 4.641)  0.347
H (5.832, -2.220, 4.249)  0.291
H (4.795, -0.282, 4.398)  0.420
H (3.069, -0.231, 4.650)  0.397
H (3.738, 0.094, 3.051)  0.372
H (0.621, -4.463, 2.395)  0.139
H (1.584, -5.868, 2.843)  0.539
H (1.773, -5.147, 1.256)  0.345
H (3.951, -5.802, 2.917)  0.462
O (-5.388, -0.264, 5.862)  -0.631
N (-5.016, -1.018, 4.988)  1.035
O (-5.545, -2.074, 4.709)  -0.639
C (-3.798, -0.652, 4.242)  -0.785
C (-3.307, -1.526, 3.279)  0.131
C (-2.182, -1.159, 2.588)  0.428
C (-1.552, 0.098, 2.776)  -0.055
O (-0.611, 0.461, 1.973)  -0.498
C (-2.012, 0.856, 3.860)  -1.139
C (-3.154, 0.522, 4.561)  -0.375
N (-1.286, 2.065, 4.281)  1.266
O (-0.093, 2.087, 4.069)  -0.641
O (-1.921, 2.930, 4.855)  -0.638
N (-1.604, -2.084, 1.650)  -0.473
O (-1.640, -1.713, 0.359)  -0.435
O (-0.292, -2.486, 2.071)  -0.241
H (-3.788, -2.476, 3.097)  0.568
H (-3.522, 1.162, 5.349)  0.678

3.
Computed, not measured: a 12-piece molecular cluster, C35H49N11O10S overall at a distorted geometry, with ωB97M-V/def2-TZVPD.

- total charge = -2
- energy relative to the best compared isomer or geometry (same formula, charge and spin) (kJ/mol) = 225.0

Each line ends with the Mulliken charge.
Cartesian coordinates (Å):
S (15.473, 46.576, 12.204)  0.063
O (15.450, 47.882, 11.603)  0.146
O (14.195, 45.919, 11.979)  -0.481
O (16.583, 45.791, 11.655)  0.359
O (15.743, 46.719, 13.621)  -1.906
N (19.010, 46.470, 11.741)  0.843
C (19.900, 46.385, 10.615)  -0.966
C (21.226, 46.629, 11.373)  -0.722
C (20.959, 46.797, 12.866)  -0.958
C (19.502, 46.794, 12.956)  -0.220
H (17.906, 46.338, 11.665)  -0.382
H (19.661, 46.028, 9.741)  0.744
H (22.384, 46.746, 11.047)  0.138
H (21.685, 46.931, 13.702)  0.359
H (18.827, 46.902, 13.856)  0.632
N (17.194, 47.062, 15.721)  0.683
C (17.580, 46.007, 16.466)  0.001
C (18.625, 46.378, 17.479)  -0.839
C (18.853, 47.940, 17.247)  -0.796
C (17.884, 48.307, 16.064)  -0.605
H (16.648, 46.835, 14.905)  0.408
H (17.152, 44.878, 16.322)  0.181
H (19.146, 45.776, 18.134)  0.530
H (19.542, 48.646, 17.684)  0.399
H (17.556, 49.175, 15.490)  0.532
N (11.494, 45.689, 11.373)  0.430
C (10.568, 46.730, 11.658)  -0.289
C (9.371, 46.438, 10.757)  -0.526
C (9.745, 45.090, 10.030)  -0.806
C (11.166, 44.799, 10.446)  0.003
H (12.534, 45.739, 11.671)  0.167
H (10.770, 47.519, 12.324)  0.455
H (8.162, 46.868, 10.731)  0.175
H (8.827, 44.578, 9.369)  0.170
H (11.842, 44.039, 10.204)  0.468
N (14.296, 48.801, 9.571)  1.155
C (14.576, 49.920, 8.889)  -0.409
C (13.636, 50.118, 7.764)  -0.743
C (12.624, 49.061, 7.973)  -0.554
C (13.071, 48.241, 9.153)  -0.275
H (14.726, 48.290, 10.474)  -0.594
H (15.645, 50.322, 9.227)  0.216
H (13.497, 50.965, 6.984)  0.257
H (11.742, 48.912, 7.244)  0.274
H (12.557, 47.371, 9.698)  0.192
N (13.944, 47.633, 15.255)  0.874
C (12.643, 47.109, 15.014)  -0.642
C (11.845, 47.666, 16.200)  -0.814
C (12.743, 48.426, 17.122)  -0.631
C (14.001, 48.459, 16.501)  -0.608
H (14.712, 47.398, 14.624)  0.405
H (12.422, 46.723, 14.152)  0.981
H (10.747, 47.378, 16.251)  0.293
H (12.441, 48.685, 18.148)  0.373
H (14.974, 48.729, 16.815)  0.385
N (13.520, 43.888, 13.612)  0.567
C (12.862, 42.775, 13.020)  -0.333
C (12.734, 41.711, 14.101)  -0.859
C (13.220, 42.451, 15.391)  -0.853
C (13.768, 43.859, 14.941)  0.061
H (13.868, 44.735, 13.084)  0.035
H (12.636, 42.487, 12.022)  0.349
H (12.210, 40.817, 14.052)  0.474
H (13.250, 42.044, 16.404)  0.338
H (14.194, 44.710, 15.588)  0.291
N (16.986, 50.068, 11.537)  0.697
C (16.469, 51.175, 12.148)  -0.220
C (17.385, 52.356, 11.764)  -0.769
C (18.339, 51.845, 10.725)  -0.579
C (18.092, 50.324, 10.773)  -0.333
H (16.209, 49.158, 11.445)  -0.105
H (15.566, 51.193, 12.822)  0.242
H (17.067, 53.370, 12.011)  0.336
H (19.153, 52.287, 9.969)  0.263
H (18.685, 49.421, 10.538)  0.249
N (16.305, 44.031, 9.911)  0.738
C (15.177, 43.720, 9.340)  -0.464
C (15.398, 42.470, 8.608)  -0.813
C (16.859, 42.210, 8.673)  -0.768
C (17.381, 43.321, 9.495)  -0.362
H (16.623, 44.784, 10.558)  -0.061
H (14.171, 44.176, 9.698)  0.429
H (14.745, 41.713, 8.223)  0.407
H (17.350, 41.252, 8.359)  0.312
H (18.387, 43.551, 9.790)  0.434
C (18.021, 43.788, 13.562)  -1.518
N (18.369, 42.527, 14.354)  1.195
O (17.634, 42.178, 15.202)  -0.610
O (19.274, 41.954, 13.880)  -0.668
H (18.431, 44.625, 13.870)  0.884
H (17.050, 44.240, 13.942)  0.179
H (18.104, 43.601, 12.612)  0.434
C (16.951, 47.215, 8.465)  -1.028
N (18.151, 47.061, 7.661)  1.189
O (18.355, 45.968, 7.227)  -0.612
O (18.835, 47.987, 7.392)  -0.665
H (16.312, 47.939, 7.943)  0.378
H (16.998, 47.319, 9.424)  0.024
H (16.228, 46.534, 8.332)  0.667
C (13.211, 49.717, 12.616)  0.015
N (12.066, 50.356, 13.296)  1.088
O (12.025, 51.543, 13.234)  -0.660
O (11.062, 49.700, 13.436)  -0.575
H (13.537, 50.175, 11.665)  0.447
H (13.067, 48.668, 12.433)  -0.347
H (13.837, 49.769, 13.544)  -0.045

4.
Computed, not measured: a 11-piece molecular cluster, C35H49N11O6 overall at a distorted geometry, with ωB97M-V/def2-TZVPD.

- total charge = 0
- total energy (Ha) = -2415.83538

Each line ends with the Mulliken charge.
Cartesian coordinates (Å):
N (0.475, -5.253, 1.553)  -0.021
C (0.228, -3.888, 1.461)  -0.894
C (0.670, -3.151, 2.651)  0.363
C (1.264, -4.088, 3.516)  -0.307
C (1.212, -5.459, 2.779)  -0.713
H (0.453, -5.795, 0.662)  0.299
H (-0.114, -3.392, 0.405)  0.029
H (0.421, -2.199, 2.872)  0.414
H (1.721, -3.833, 4.532)  0.303
H (1.703, -6.394, 3.008)  0.376
N (3.249, -3.314, 0.607)  -0.050
C (3.865, -2.114, 1.029)  0.196
C (5.034, -1.812, 0.246)  -0.757
C (4.928, -2.843, -0.854)  -0.420
C (3.960, -3.835, -0.510)  -0.722
H (2.567, -3.938, 1.186)  0.239
H (3.334, -1.560, 1.912)  0.215
H (5.742, -0.980, 0.421)  0.370
H (5.591, -2.952, -1.746)  0.406
H (3.660, -4.628, -1.156)  0.395
N (-4.312, -0.136, -0.286)  0.126
C (-5.434, 0.087, 0.581)  -0.606
C (-5.461, 1.574, 0.750)  -0.594
C (-4.316, 2.121, 0.002)  -0.959
C (-3.691, 0.881, -0.730)  -0.045
H (-4.101, -1.059, -0.421)  0.466
H (-5.951, -0.711, 0.911)  0.498
H (-6.151, 2.123, 1.494)  0.284
H (-4.027, 3.126, -0.157)  0.594
H (-2.868, 1.062, -1.516)  0.248
N (1.278, -1.287, -0.720)  1.300
C (0.539, -1.319, -1.848)  -1.083
C (-0.308, -0.135, -1.771)  0.130
C (0.102, 0.707, -0.631)  -0.591
C (1.146, -0.150, 0.092)  -0.579
H (1.975, -2.018, -0.504)  -0.294
H (0.644, -2.155, -2.640)  0.095
H (-1.135, 0.226, -2.507)  0.058
H (-0.234, 1.612, -0.369)  1.023
H (1.712, 0.247, 0.979)  0.008
N (1.088, 7.097, -1.335)  -0.001
C (0.503, 6.704, -2.461)  -0.779
C (0.171, 5.178, -2.296)  -0.530
C (0.925, 4.750, -1.012)  0.147
C (1.345, 6.085, -0.437)  -0.903
H (1.428, 8.069, -1.082)  0.277
H (0.116, 7.292, -3.154)  0.523
H (-0.314, 4.462, -3.054)  0.327
H (1.145, 3.821, -0.451)  0.534
H (1.734, 6.198, 0.538)  0.430
N (2.925, 0.928, -2.741)  0.054
C (4.273, 0.586, -2.932)  -0.252
C (4.804, 1.822, -3.609)  -0.583
C (3.760, 2.836, -3.712)  -1.087
C (2.411, 2.116, -3.182)  -0.278
H (2.080, 0.399, -2.298)  0.450
H (4.665, -0.469, -2.914)  0.316
H (5.847, 2.115, -3.853)  0.306
H (3.878, 3.636, -4.195)  0.657
H (1.486, 2.635, -3.167)  0.480
N (-5.210, -3.039, -1.226)  -0.049
C (-4.337, -2.437, -2.178)  -1.338
C (-3.012, -2.868, -1.691)  0.535
C (-3.060, -3.690, -0.468)  -0.433
C (-4.622, -3.675, -0.068)  -0.432
H (-6.264, -2.790, -1.321)  0.276
H (-4.577, -1.988, -3.051)  0.473
H (-2.113, -2.513, -2.300)  0.273
H (-2.230, -3.930, 0.241)  0.264
H (-5.138, -4.227, 0.724)  0.387
N (-3.006, 0.993, 2.867)  0.585
C (-3.322, 1.116, 4.240)  -0.748
C (-2.314, 0.351, 5.025)  -0.602
C (-1.321, -0.117, 4.079)  -0.536
C (-1.855, 0.326, 2.732)  -1.288
H (-3.335, 1.329, 1.932)  0.210
H (-4.167, 1.673, 4.604)  0.423
H (-2.035, 0.184, 6.080)  0.352
H (-0.665, -0.934, 4.312)  0.502
H (-1.404, 0.258, 1.895)  1.243
C (2.690, 1.231, 4.854)  -1.058
N (2.692, 0.967, 3.561)  0.754
O (1.925, 0.131, 3.180)  -0.185
O (3.303, 1.658, 2.711)  -0.522
H (1.648, 1.446, 5.019)  0.316
H (3.199, 1.991, 5.098)  0.502
H (3.250, 0.425, 5.513)  0.248
C (-0.038, 2.960, 2.856)  -1.697
N (-1.034, 3.988, 2.322)  0.898
O (-0.875, 5.068, 2.688)  -0.569
O (-1.508, 3.610, 1.233)  -0.442
H (0.140, 2.230, 2.167)  0.363
H (-0.549, 2.640, 3.730)  0.310
H (0.804, 3.375, 2.832)  1.100
C (-0.660, -2.263, -6.602)  -0.830
N (-0.867, -2.106, -5.160)  0.827
O (-1.127, -0.997, -4.760)  -0.439
O (-0.903, -3.113, -4.388)  -0.470
H (-0.931, -3.347, -7.142)  0.270
H (0.426, -2.093, -6.937)  0.307
H (-1.239, -1.449, -7.135)  0.328